Below is an isolated molecule of C3H5NO2S at a distorted geometry, with properties calculated with ωB97M-V with the def2-TZVPD basis set.

Last columns: bonded neighbours and bond lengths (Å).
Positions of all 12 atoms, in Å:
1 C -0.004 1.367 -0.487  C2 1.482, N4 1.274, S7 2.253, H8 1.071
2 C 0.258 0.219 0.413  C1 1.482, C3 1.449, S7 1.916, H9 1.069
3 C 1.281 -0.721 0.001  C2 1.449, H10 1.051, H11 1.042, H12 1.064
4 N -1.250 1.442 -0.744  C1 1.274, S7 1.813
5 O -1.673 -1.097 -1.095  S7 1.413
6 O -2.549 -0.329 1.159  S7 1.541
7 S -1.564 -0.189 -0.018  C1 2.253, C2 1.916, N4 1.813, O5 1.413, O6 1.541
8 H 0.681 2.183 -0.594  C1 1.071
9 H 0.147 0.380 1.464  C2 1.069
10 H 1.397 -1.475 0.725  C3 1.051
11 H 2.277 -0.415 -0.025  C3 1.042
12 H 1.000 -1.365 -0.797  C3 1.064

Properties
* LUMO energy: 0.19 eV
* molar mass: 119.1 g mol⁻¹
* energy relative to the best compared isomer or geometry (same formula, charge and spin): 294.9 kJ/mol

Below is an isolated molecule of C3H5NO2S2 at a distorted geometry, with properties calculated with ωB97M-V with the def2-TZVPD basis set.

Last columns: bonded neighbours and bond lengths (Å).
Positions of all 13 atoms, in Å:
1 O -0.097 3.438 1.299  C2 1.218
2 C 0.150 2.560 0.491  O1 1.218, N3 1.418, H9 1.134
3 N -0.862 1.769 -0.109  C2 1.418, S4 1.668, H10 0.988
4 S -0.604 0.438 -1.080  N3 1.668, C5 1.747
5 C -0.055 -0.544 0.256  S4 1.747, O6 1.205, C7 1.495
6 O -0.020 -0.125 1.385  C5 1.205
7 C 0.527 -1.881 -0.076  C5 1.495, S8 1.744, H11 1.085, H12 1.149
8 S 0.381 -2.597 -1.660  C7 1.744, H13 1.396
9 H 1.240 2.508 0.179  C2 1.134
10 H -1.695 1.677 0.412  N3 0.988
11 H 0.366 -2.679 0.642  C7 1.085
12 H 1.663 -1.752 0.035  C7 1.149
13 H -0.993 -2.812 -1.775  S8 1.396

Properties
* LUMO energy: 0.35 eV
* molar mass: 151.2 g mol⁻¹
* energy relative to the best compared isomer or geometry (same formula, charge and spin): 125.3 kJ/mol
* SMILES: O=CNSC(=O)CS

Below is an isolated molecule of C3H5NO2Si at a distorted geometry, with properties calculated with ωB97M-V with the def2-TZVPD basis set.

Last columns: bonded neighbours and bond lengths (Å).
Positions of all 12 atoms, in Å:
1 C 1.819 -1.086 0.147  O2 1.410, H8 0.979, H9 1.185, H10 1.046
2 O 0.485 -0.637 0.228  C1 1.410, C3 1.313
3 C 0.296 0.662 0.209  O2 1.313, O4 1.233, Si5 1.936
4 O 1.193 1.490 0.379  C3 1.233
5 Si -1.553 1.206 0.025  C3 1.936, C6 1.975, H11 1.484, H12 1.582
6 C -2.354 -0.446 -0.704  Si5 1.975, N7 1.146
7 N -2.620 -1.488 -1.101  C6 1.146
8 H 1.726 -2.010 -0.161  C1 0.979
9 H 2.493 -1.031 1.120  C1 1.185
10 H 2.441 -0.476 -0.432  C1 1.046
11 H -1.879 1.636 1.407  Si5 1.484
12 H -2.048 2.181 -1.118  Si5 1.582

Properties
* LUMO energy: 0.28 eV
* molar mass: 115.2 g mol⁻¹
* energy relative to the best compared isomer or geometry (same formula, charge and spin): 308.0 kJ/mol
* SMILES: COC(=O)[SiH2]C#N